CH2N3O | the ωB97M-V functional and the def2-TZVPD basis

Last column: Mulliken charge in e.
Cartesian coordinates (Å):
C: 0.8893 1.1924 0.5297  0.67
N: 3.7049 -0.7061 -0.7817  -0.27
N: 2.6801 -0.3949 -0.6968  0.19
N: 0.1349 0.2947 0.1177  -0.22
O: 1.5113 2.0730 0.7668  -0.03
H: -0.8442 0.3505 -0.0223  0.28
H: 0.7816 -0.4719 -0.2363  0.38

The energy above the lowest of the compared OMol25 structures with the same formula, charge and spin comes out at 31.18 kJ/mol. Its LUMO energy is -5.48 eV. As for the total charge: +1. Its highest occupied orbital energy is -19.11 eV.